23
Properties=species:S:1:pos:R:3:forces:R:3:lowdin_charge:R:1 method="wB97M-V/def2-TZVPD" homo_energy_ev="-8.81 / -8.81" total_charge=0 e_above_lowest_ev=3.9201 homo_lumo_gap_ha="0.28919 / 0.28922"
C 2.3548 1.4578 0.0646 2.1 -2.2 0.3 -0.062
C 1.1936 0.6111 -0.2984 -1.9 2.7 -0.3 -0.207
C -0.1406 0.8246 -0.0821 -0.3 0.3 -0.2 -0.238
C -0.9223 1.9162 0.4292 1.5 -1.2 1.5 0.005
C -2.2265 1.7761 0.6862 0.1 2.8 -0.7 -0.097
C -2.9061 0.6880 0.1101 1.0 -0.6 0.3 -0.879
Cl -4.5292 0.8164 0.0368 -3.5 0.3 0.0 0.825
N -2.3928 -0.3309 -0.3946 1.5 -1.1 -0.6 0.093
C -0.9555 -0.3377 -0.4221 -0.1 -2.7 -2.4 -0.297
N -0.4766 -1.5302 0.4418 -1.4 -0.5 -0.3 -0.382
C -0.9328 -2.7839 0.1714 0.1 1.2 0.7 -0.379
N -1.2242 -3.8914 0.1111 -0.3 -0.6 -0.4 0.167
S 1.0081 -1.5190 1.1105 1.9 -1.0 1.0 1.063
C 2.0163 -2.2701 -0.1995 -0.1 0.7 0.2 -0.499
O 3.2029 -2.3526 -0.1240 -0.2 -0.2 0.0 0.015
H 3.1423 0.7159 0.5787 -1.5 1.8 -1.0 0.130
H 2.1898 2.3098 0.7045 -0.3 0.0 0.3 0.069
H 2.8322 1.7888 -0.8702 0.0 0.0 0.3 0.088
H 1.2612 -0.0152 -1.1534 1.0 -1.1 -0.3 0.099
H -0.3579 2.7428 0.7571 0.2 1.3 0.2 0.107
H -2.8390 2.6676 0.8753 0.4 -0.5 0.5 0.109
H -0.6998 -0.7539 -1.4439 -0.2 0.7 0.7 0.161
H 1.4020 -2.5301 -1.0889 0.1 -0.2 0.1 0.108